Entry from the Open Molecules 2025 dataset: a structure of composition C25H18CaCl7N2O4PS2 (ωB97M-V/def2-TZVPD).

Properties
**Net charge**: -2
**HOMO**: -0.71 eV
**HOMO-LUMO gap**: 4.52 eV
**Multiplicity**: 1

Cartesian coordinates (Å):
Ca (0.7913, 0.2062, -0.3662)
Cl (3.3973, 2.2316, 3.3873)
C (1.7580, 2.6403, 2.9909)
C (1.1884, 3.7650, 3.5896)
C (-0.1058, 4.1101, 3.3285)
Cl (-0.7922, 5.5158, 4.1099)
C (-0.8951, 3.3449, 2.4391)
C (-2.2412, 3.6231, 2.1100)
C (-2.9004, 2.8205, 1.2208)
C (-2.2137, 1.7425, 0.6386)
N (-0.9731, 1.4511, 0.9370)
C (-0.3057, 2.2169, 1.8304)
C (1.0589, 1.8063, 2.1180)
O (1.5367, 0.7465, 1.5965)
H (1.7857, 4.3573, 4.2692)
H (-2.7306, 4.4762, 2.5604)
H (-3.9243, 3.0174, 0.9392)
H (-2.6866, 1.1286, -0.1204)
S (-0.1283, 1.9841, -2.1945)
C (-1.3887, 0.9671, -2.8833)
C (-2.5012, 1.6114, -3.4259)
C (-3.5610, 0.9296, -3.9913)
C (-3.5315, -0.4581, -4.0244)
C (-2.4402, -1.1175, -3.4921)
C (-1.3607, -0.4500, -2.9162)
S (-0.0625, -1.4553, -2.2664)
H (-2.5105, 2.6938, -3.3911)
H (-4.4015, 1.4787, -4.4020)
H (-4.3463, -1.0230, -4.4630)
H (-2.3973, -2.1994, -3.5150)
Cl (2.7893, -3.9138, -1.0389)
C (3.5178, -2.6040, -1.9042)
C (3.7332, -1.3672, -1.1638)
C (4.0040, -0.2158, -2.0136)
Cl (3.7038, 1.3400, -1.3004)
C (4.3199, -0.3567, -3.3306)
Cl (4.7097, 1.0558, -4.2636)
C (4.3225, -1.6088, -3.9600)
Cl (5.0884, -1.8444, -5.5012)
C (3.8423, -2.7019, -3.2208)
Cl (3.6579, -4.2297, -4.0250)
C (0.9112, -3.4069, 2.2571)
O (-0.2339, -2.7423, 2.7722)
P (-1.0166, -1.7726, 1.7226)
O (-2.0736, -2.8294, 1.1149)
C (-2.7425, -2.4751, -0.0875)
O (-1.9974, -1.0491, 2.8122)
C (-1.3745, -0.2276, 3.7766)
H (1.4555, -3.8134, 3.1095)
H (1.5582, -2.7217, 1.7144)
H (0.6142, -4.2147, 1.5872)
H (-3.1668, -3.3955, -0.4873)
H (-2.0375, -2.0451, -0.8140)
H (-3.5470, -1.7713, 0.1275)
H (-2.0608, 0.5870, 4.0125)
H (-0.4409, 0.1937, 3.4020)
H (-1.1587, -0.8089, 4.6737)
N (3.8482, -1.1792, 1.3633)
C (3.6036, -1.2381, 0.1527)
H (3.0527, -0.8052, 1.8990)

=====

Entry from the Open Molecules 2025 dataset: a structure of composition C25H18Cl2IrN6O6 (ωB97M-V/def2-TZVPD).

Properties
**Net charge**: +1
**HOMO**: -11.41 eV
**HOMO-LUMO gap**: 7.01 eV
**Multiplicity**: 1

Cartesian coordinates (Å):
Ir (0.0666, -0.0579, 0.1182)
O (2.0870, -0.0141, 0.0043)
C (2.7647, 1.0382, 0.0881)
C (2.3034, 2.3720, 0.0785)
C (3.2990, 3.3785, 0.2009)
C (2.9430, 4.6780, 0.1490)
C (1.6017, 5.0674, -0.0407)
C (0.6298, 4.1239, -0.1727)
C (0.9419, 2.7448, -0.1049)
O (-0.0387, 1.9027, -0.2433)
N (3.9867, 5.7158, 0.2705)
O (3.6235, 6.8690, 0.2071)
O (5.1293, 5.3418, 0.4209)
H (3.8447, 0.8850, 0.1558)
H (4.3411, 3.1142, 0.3300)
H (1.3655, 6.1221, -0.0774)
H (-0.4046, 4.3977, -0.3282)
Cl (-6.0066, 0.3066, 4.1054)
C (-4.7484, 0.2089, 2.9162)
C (-5.1024, 0.0029, 1.5570)
C (-4.1531, -0.1080, 0.5921)
Cl (-4.6046, -0.3585, -1.0572)
C (-2.7709, -0.0302, 0.9122)
O (-1.9034, -0.1901, -0.0225)
C (-2.4369, 0.2195, 2.2626)
C (-1.1129, 0.4066, 2.6761)
O (-0.0372, 0.3476, 2.0154)
C (-3.4528, 0.3299, 3.2629)
H (-6.1469, -0.0609, 1.2791)
H (-0.9615, 0.6562, 3.7281)
H (-3.1776, 0.5111, 4.2943)
C (1.4759, -2.5060, 2.3517)
C (0.6642, -2.9029, 1.1726)
N (0.1026, -2.1029, 0.2753)
C (-0.5074, -2.8987, -0.6814)
C (-0.3092, -4.1911, -0.3516)
N (0.4250, -4.1827, 0.8164)
C (0.8529, -5.3817, 1.5442)
N (2.2678, -5.4293, 1.7151)
N (2.7935, -5.3739, 2.9762)
N (4.0645, -5.4084, 2.9007)
C (4.4215, -5.4852, 1.5606)
C (5.6863, -5.5474, 0.9651)
C (5.7278, -5.6133, -0.4068)
C (4.5455, -5.6151, -1.1813)
C (3.2965, -5.5555, -0.6072)
C (3.2696, -5.4986, 0.7919)
H (1.4402, -1.4291, 2.4841)
H (2.5165, -2.8015, 2.2136)
H (1.1175, -2.9922, 3.2598)
H (-1.0460, -2.4787, -1.5143)
H (-0.6284, -5.1044, -0.8232)
H (0.4947, -6.2390, 0.9770)
H (0.4156, -5.4018, 2.5395)
H (6.5836, -5.5471, 1.5688)
H (6.6826, -5.6681, -0.9118)
H (4.6280, -5.6673, -2.2591)
H (2.3967, -5.5555, -1.2081)

=====

Entry from the Open Molecules 2025 dataset: an isolated molecule of C25H18ClF2NO2 (ωB97M-V/def2-TZVPD).

Properties
**SMILES**: O=C1OC[C@H]2[C@@H]1Cc1c(F)cc(F)cc1[C@@H]2/C=C/c1ccc(-c2cccc(Cl)c2)cn1
**HOMO**: -8.70 eV
**HOMO-LUMO gap**: 8.37 eV
**Multiplicity**: 1

Cartesian coordinates (Å):
O (3.1897, 4.6783, -3.7554)
C (2.8405, 3.5529, -3.4126)
O (1.8438, 2.7967, -3.9710)
C (1.7426, 1.5523, -3.2777)
C (2.5313, 1.7128, -1.9670)
C (3.4827, 2.8885, -2.2282)
C (3.8307, 3.8168, -1.0415)
C (3.7034, 3.1714, 0.3332)
C (4.5022, 3.4913, 1.4327)
F (5.4418, 4.4903, 1.3117)
C (4.2940, 2.9233, 2.6912)
C (3.2262, 2.0405, 2.8915)
F (3.0088, 1.4800, 4.1189)
C (2.4209, 1.7375, 1.8262)
C (2.6179, 2.2800, 0.5140)
C (1.6913, 1.9332, -0.6834)
C (0.8393, 0.6830, -0.4151)
C (-0.5476, 0.7651, -0.2871)
C (-1.3948, -0.3696, 0.0365)
C (-2.7999, -0.2639, -0.2028)
C (-3.6666, -1.3724, 0.0407)
C (-3.1090, -2.5205, 0.5966)
C (-3.9163, -3.7679, 0.8950)
C (-3.4639, -4.7324, 1.8154)
C (-4.2943, -5.8263, 2.1158)
C (-5.5341, -5.9692, 1.4817)
C (-5.9687, -5.1080, 0.5102)
Cl (-7.5185, -5.3607, -0.2150)
C (-5.1583, -3.9860, 0.2314)
C (-1.7358, -2.5317, 0.8447)
N (-0.8692, -1.4895, 0.5901)
H (2.1286, 0.7208, -3.8814)
H (0.7149, 1.2612, -3.0087)
H (3.1150, 0.7954, -1.8173)
H (4.4232, 2.4680, -2.5405)
H (3.1211, 4.6747, -1.0458)
H (4.8098, 4.2907, -1.1642)
H (4.9336, 3.2007, 3.5163)
H (1.6024, 1.1032, 2.0466)
H (1.0546, 2.8247, -0.8652)
H (1.2553, -0.3107, -0.3418)
H (-1.0557, 1.7146, -0.4371)
H (-3.2175, 0.6433, -0.6524)
H (-4.6948, -1.2901, -0.2039)
H (-2.5838, -4.6269, 2.4171)
H (-4.0019, -6.5947, 2.8177)
H (-6.1430, -6.8439, 1.6763)
H (-5.4521, -3.3056, -0.5606)
H (-1.2399, -3.4215, 1.2242)

=====

Entry from the Open Molecules 2025 dataset: a structure of composition C25H18ClN7O4PtS2 (ωB97M-V/def2-TZVPD).

Properties
**HOMO (spin up / spin down)**: -7.40 / -7.40 eV
**HOMO-LUMO gap (spin up / spin down)**: 5.02 / 5.02 eV
**Multiplicity**: 1

Cartesian coordinates (Å):
Pt (0.4180, -1.9696, 1.0105)
S (0.2500, -3.7253, -0.5453)
C (1.2332, -3.1544, -1.8455)
C (1.3417, -4.0417, -2.9669)
N (1.3977, -4.7572, -3.8645)
C (1.8632, -1.9733, -1.8730)
S (1.7796, -0.7550, -0.6365)
C (2.7155, -1.6335, -2.9722)
N (3.4401, -1.3235, -3.8100)
C (2.5336, 3.2521, -3.8745)
O (1.2032, 3.6500, -4.1571)
C (0.3264, 3.7354, -3.1347)
C (-0.9423, 4.2197, -3.4521)
C (-1.9117, 4.3529, -2.4838)
C (-1.6454, 3.9945, -1.1575)
C (-0.3669, 3.5091, -0.8458)
C (0.6079, 3.3770, -1.8170)
N (-2.6721, 4.1340, -0.2139)
N (-2.5813, 3.7503, 0.9805)
C (-2.1797, 2.5126, 1.4115)
C (-1.7954, 2.3700, 2.7398)
C (-0.9973, 1.3069, 3.1627)
C (-0.6066, 0.3210, 2.2724)
O (0.3234, -0.5749, 2.5383)
C (-1.2571, 0.2959, 1.0125)
N (-1.0539, -0.8194, 0.2532)
C (-1.6389, -0.9282, -0.9203)
C (-2.4687, 0.0717, -1.4254)
C (-2.6713, 1.2179, -0.6966)
C (-2.0531, 1.3625, 0.5555)
H (3.0701, 3.3247, -4.8157)
H (2.5808, 2.2227, -3.5105)
H (3.0017, 3.9164, -3.1436)
H (-1.1410, 4.4894, -4.4811)
H (-2.8977, 4.7230, -2.7343)
H (-0.1395, 3.2402, 0.1770)
H (1.5815, 2.9973, -1.5401)
H (-2.0378, 3.1769, 3.4191)
H (-0.6245, 1.2627, 4.1773)
H (-1.4631, -1.8342, -1.4843)
H (-2.9353, -0.0673, -2.3892)
H (-3.3172, 1.9920, -1.0840)
Cl (-3.2298, -2.5030, 1.4797)
C (-2.7687, -2.2871, 3.1861)
C (-1.4067, -2.8990, 3.5496)
O (-1.1981, -3.0598, 4.7328)
O (-0.5827, -3.2488, 2.6060)
H (-3.5247, -2.7660, 3.7982)
H (-2.7416, -1.2201, 3.3977)
N (1.9016, -3.7706, 2.8320)
C (3.0645, -4.3483, 3.1298)
C (4.0105, -3.8549, 2.2486)
C (3.3183, -2.9632, 1.4328)
N (2.0401, -2.9300, 1.8046)
H (0.9476, -3.8494, 3.2171)
H (3.1557, -5.0698, 3.9226)
H (5.0542, -4.1058, 2.1937)
H (3.6899, -2.3459, 0.6337)

=====

Number 1: calculated total energy -6410.85251 Ha. Number 2: calculated total energy -2767.86554 Ha. Number 3: calculated total energy -1828.62273 Ha. Number 4: calculated total energy -3023.54415 Ha.